Entry 1:
The following is a quantum chemistry calculation of 10 unconnected molecules or ions with the total composition C24H65O11 at a distorted geometry, from OMol25.

Last column: Löwdin charge in e.
Atoms and positions in Å:
C1 -1.8556 1.3592 1.4178  -0.221
C2 -3.2068 2.2466 1.5869  -0.377
C3 -4.3874 1.2331 1.9717  -0.220
C4 -5.8467 1.6733 1.4964  -0.210
O1 -6.3698 2.8643 2.1518  -0.086
C5 -5.9862 4.0495 1.4690  -0.406
C6 -5.1506 5.0990 2.3633  -0.002
O2 -6.2433 4.2421 0.2566  0.024
H1 -0.9285 1.9648 1.7353  -0.049
H2 -1.7836 1.0419 0.3143  -0.051
H3 -3.0135 3.0255 2.4203  0.055
H4 -3.4420 2.8766 0.6397  0.086
H5 -4.1279 0.2307 1.4631  0.090
H6 -4.3173 1.0596 3.1037  0.100
H7 -5.9391 1.7374 0.3492  0.126
H8 -6.5580 0.8126 1.7927  0.115
H9 -5.7238 6.0606 2.5568  0.077
H10 -4.1391 5.2839 1.8542  0.071
H11 -4.8962 4.6086 3.3714  0.090
C7 1.1200 -0.1291 -2.4573  -0.106
C8 0.7593 0.5592 -1.1544  -0.326
O3 0.3618 -0.4024 -0.1902  -0.110
H12 0.2684 -0.6998 -2.8380  0.073
H13 1.4236 0.5996 -3.2145  0.067
H14 1.9376 -0.8396 -2.3048  0.051
H15 -0.0715 1.2515 -1.3024  0.097
H16 1.6122 1.1227 -0.7611  0.109
H17 1.1049 -1.0063 -0.0579  0.075
C9 -0.0005 -2.0582 4.0564  -0.103
C10 0.7076 -1.8575 2.7320  -0.322
O4 2.0230 -1.3496 2.9528  -0.094
H18 -0.0604 -1.1152 4.6051  0.074
H19 -1.0119 -2.4422 3.9040  0.063
H20 0.5524 -2.7621 4.6890  0.060
H21 0.1644 -1.1387 2.1137  0.091
H22 0.7827 -2.8010 2.1803  0.087
H23 2.4971 -1.9946 3.4924  0.067
C11 1.8632 -3.2785 -4.8762  -0.083
C12 3.1505 -3.4850 -4.1029  -0.318
O5 2.9614 -3.1453 -2.7354  -0.094
H24 1.5335 -2.2391 -4.8011  0.068
H25 1.9965 -3.5315 -5.9310  0.066
H26 1.0612 -3.8981 -4.4645  0.076
H27 3.9425 -2.8487 -4.5032  0.095
H28 3.4807 -4.5270 -4.1641  0.108
H29 2.2660 -3.7181 -2.3862  0.082
C13 -1.2012 -5.8123 1.9653  -0.086
C14 -0.4893 -5.6094 0.6429  -0.310
O6 0.8238 -5.1046 0.8636  -0.098
H30 -1.2604 -4.8707 2.5169  0.071
H31 -2.2129 -6.1940 1.8095  0.075
H32 -0.6522 -6.5182 2.5961  0.072
H33 -1.0282 -4.8883 0.0256  0.119
H34 -0.4162 -6.5517 0.0898  0.107
H35 1.2976 -5.7509 1.4033  0.075
C15 -0.0497 5.9850 2.6405  -0.098
C16 -1.3036 5.2810 2.1592  -0.323
O7 -1.7582 4.3592 3.1395  -0.119
H36 0.7401 5.2599 2.8521  0.071
H37 0.3128 6.6932 1.8904  0.070
H38 -0.2431 6.5271 3.5720  0.066
H39 -1.1016 4.7235 1.2421  0.115
H40 -2.1029 6.0029 1.9565  0.091
H41 -1.9441 4.8573 3.9465  0.088
C17 4.8836 -7.2074 0.6311  -0.097
C18 4.7131 -6.4375 -0.6641  -0.323
O8 3.3536 -6.4652 -1.0779  -0.090
H42 4.5622 -8.2447 0.5057  0.074
H43 5.9266 -7.1982 0.9570  0.071
H44 4.2644 -6.7748 1.4225  0.069
H45 5.3160 -6.8853 -1.4569  0.111
H46 5.0225 -5.3947 -0.5421  0.112
H47 2.8260 -6.0589 -0.3750  0.055
C19 3.2454 7.2625 4.8650  -0.097
C20 2.7434 6.0314 5.5940  -0.328
O9 2.7739 4.9024 4.7317  -0.082
H48 2.6324 7.4614 3.9823  0.069
H49 3.2211 8.1398 5.5165  0.070
H50 4.2710 7.1133 4.5145  0.071
H51 1.7124 6.1762 5.9230  0.110
H52 3.3603 5.8196 6.4737  0.104
H53 3.6888 4.7740 4.4513  0.083
C21 6.4238 -2.8351 -6.7171  -0.091
C22 6.2308 -4.3158 -6.9791  -0.324
O10 4.8586 -4.5983 -7.2266  -0.091
H54 5.8265 -2.5166 -5.8595  0.061
H55 7.4739 -2.6067 -6.5198  0.074
H56 6.0908 -2.2438 -7.5752  0.074
H57 6.5440 -4.9011 -6.1123  0.112
H58 6.8184 -4.6389 -7.8448  0.104
H59 4.5903 -4.0849 -7.9991  0.082
C23 -6.2624 4.2007 -3.1586  -0.096
C24 -7.5179 3.5062 -3.6460  -0.334
O11 -7.9750 2.5773 -2.6713  -0.091
H60 -5.4757 3.4709 -2.9530  0.083
H61 -5.8964 4.9143 -3.9018  0.068
H62 -6.4547 4.7335 -2.2238  0.055
H63 -7.3187 2.9560 -4.5684  0.106
H64 -8.3146 4.2322 -3.8422  0.101
H65 -8.1572 3.0711 -1.8604  0.079

Forces on the atoms, in the same order (eV/Å):
-0.5 1.3 -0.4
1.0 -0.2 0.3
0.2 0.7 -0.6
-0.1 -2.6 -0.4
1.4 2.0 -1.4
0.0 0.2 -1.8
0.0 -1.1 0.4
0.7 -0.6 4.1
-1.1 -0.7 -0.6
0.1 0.4 1.4
-0.7 -1.6 -1.4
-0.2 -1.0 1.1
-0.5 1.5 0.7
-0.4 0.2 -1.6
0.3 0.3 1.8
0.8 1.5 -0.3
0.7 -1.2 -0.5
-1.8 -0.2 0.5
-0.5 0.7 -1.6
0.1 0.0 -0.1
0.1 -0.3 0.0
0.0 -0.1 -0.1
0.0 0.1 0.0
0.0 0.0 0.0
0.0 0.1 -0.1
0.0 -0.1 0.3
0.0 0.2 -0.1
-0.1 0.2 0.0
-0.1 0.0 0.1
-0.2 -0.1 0.1
0.4 0.1 -0.1
-0.1 0.0 -0.2
0.0 0.1 0.0
0.0 -0.1 0.0
0.1 0.1 0.1
-0.1 0.0 0.0
-0.1 0.1 -0.1
-0.1 0.1 -0.2
-0.4 -0.2 0.2
0.2 0.1 0.1
0.1 -0.1 0.0
0.0 0.0 0.0
0.1 -0.1 -0.1
0.0 0.0 0.2
0.1 0.0 -0.2
0.2 0.1 0.0
-0.1 0.1 0.1
0.0 -0.2 0.3
0.5 0.0 -0.2
0.0 0.0 -0.1
0.0 0.0 0.1
-0.1 -0.1 -0.1
0.2 0.0 0.0
-0.2 0.0 -0.1
-0.2 0.2 0.0
0.2 0.0 -0.1
0.0 0.0 0.3
0.2 0.4 0.3
-0.1 0.0 -0.1
0.0 0.0 0.1
0.0 0.1 -0.1
-0.1 -0.2 0.2
0.1 0.1 -0.2
0.1 -0.1 -0.1
0.1 -0.1 0.1
-0.3 0.1 0.3
-0.1 -0.1 -0.1
0.1 0.1 -0.1
-0.1 0.0 0.1
0.1 0.1 0.0
-0.2 0.0 0.0
0.2 0.0 0.0
0.0 0.1 -0.3
-0.1 0.2 0.0
0.3 -0.1 -0.3
-0.1 -0.1 0.1
0.0 0.0 0.1
0.1 0.0 -0.1
0.0 0.0 0.1
0.0 -0.2 -0.1
-0.1 0.2 0.1
-0.2 0.0 0.0
0.1 0.1 0.1
-0.2 0.3 -0.2
-0.1 -0.2 0.0
0.1 -0.1 0.0
-0.1 0.1 0.0
0.1 0.0 0.0
-0.2 0.0 -0.1
0.2 0.0 0.1
0.0 -0.1 0.2
0.1 0.1 0.0
0.1 0.1 0.4
-0.3 -0.1 -0.1
-0.1 0.0 0.0
0.0 0.0 0.0
0.0 0.0 -0.1
-0.1 -0.1 0.1
0.1 0.1 -0.2
0.2 -0.1 -0.1

Properties
- Largest force on an atom: 4.22 eV/A
- Orbital gap: 3.0 eV
- Net charge: -1


Entry 2:
The following is a quantum chemistry calculation of a molecular structure, C24H66AsF9N6O10 at a distorted geometry, from OMol25.

Last column: Löwdin spin population.
Atoms and positions in Å:
C1 -2.5817 -1.8689 -1.5867  0.000
C2 -3.5477 -2.4856 -2.6632  0.000
C3 -3.9766 -1.6414 -3.8551  0.000
O1 -4.7533 -2.4800 -4.7707  0.000
C4 -4.6699 -2.0573 -6.0817  0.000
N1 -2.8480 -3.7741 -3.2388  0.000
H1 -2.4475 -4.4202 -2.5737  0.000
H2 -3.5248 -4.2503 -3.8179  0.000
H3 -2.0994 -3.4398 -3.8287  0.000
H4 -1.6026 -1.5532 -1.9469  0.000
H5 -2.3012 -2.6397 -0.8689  0.000
H6 -2.9817 -1.0964 -0.9300  0.000
H7 -4.3742 -2.8728 -2.0673  0.000
H8 -3.1773 -1.2088 -4.4568  0.000
H9 -4.7375 -0.9663 -3.4635  0.000
H10 -3.7963 -2.4502 -6.6017  0.000
H11 -4.6637 -0.9794 -6.2434  0.000
H12 -5.5050 -2.4804 -6.6401  0.000
C5 -2.6522 3.1006 4.6592  0.000
C6 -2.2808 1.8311 3.8807  0.000
C7 -3.1785 0.5675 4.2559  0.000
O2 -4.4767 0.7699 3.6580  0.000
C8 -5.3990 -0.3432 3.8201  0.000
N2 -2.3665 2.1331 2.3634  0.000
H13 -3.3376 2.1309 2.0858  0.000
H14 -1.9876 3.0159 2.0517  0.000
H15 -1.9948 1.4609 1.7076  0.000
H16 -2.1018 4.0019 4.3892  0.000
H17 -2.5106 2.9917 5.7345  0.000
H18 -3.6923 3.3172 4.4156  0.000
H19 -1.2326 1.5876 4.0543  0.000
H20 -3.0981 0.4584 5.3374  0.000
H21 -2.6320 -0.3176 3.9303  0.000
H22 -5.6977 -0.5408 4.8496  0.000
H23 -4.8716 -1.2126 3.4276  0.000
H24 -6.2765 -0.0846 3.2276  0.000
C9 1.3875 2.5394 -1.7496  0.000
C10 1.7598 1.3852 -2.6670  0.000
C11 3.1082 1.4647 -3.3984  0.000
O3 4.2549 1.5198 -2.5738  0.000
C12 5.4193 1.5505 -3.3447  0.000
N3 1.7484 0.0730 -1.8573  0.000
H25 0.9721 -0.0374 -1.2208  0.000
H26 1.7426 -0.7411 -2.4552  0.000
H27 2.5822 -0.1351 -1.3266  0.000
H28 1.4250 3.4779 -2.3027  0.000
H29 2.0029 2.7742 -0.8811  0.000
H30 0.3641 2.4189 -1.3941  0.000
H31 0.8864 1.2657 -3.3081  0.000
H32 3.0325 2.4100 -3.9357  0.000
H33 3.1183 0.6564 -4.1295  0.000
H34 6.1357 1.6931 -2.5356  0.000
H35 5.5100 2.4255 -3.9883  0.000
H36 5.5878 0.6206 -3.8879  0.000
C13 2.3592 -4.4046 1.6593  0.000
C14 2.6439 -4.4940 0.0914  0.000
C15 2.8789 -5.9057 -0.4189  0.000
O4 3.1192 -5.9409 -1.8775  0.000
C16 4.3975 -5.6593 -2.3368  0.000
N4 1.4720 -3.9001 -0.7792  0.000
H37 1.7210 -3.9057 -1.7579  0.000
H38 0.6452 -4.4788 -0.8193  0.000
H39 1.1074 -2.9931 -0.5249  0.000
H40 1.3764 -4.8441 1.8295  0.000
H41 2.2377 -3.3584 1.9402  0.000
H42 3.1733 -4.8568 2.2256  0.000
H43 3.4798 -3.8184 -0.0897  0.000
H44 1.9285 -6.4299 -0.3187  0.000
H45 3.7332 -6.2835 0.1429  0.000
H46 4.3271 -5.5476 -3.4188  0.000
H47 5.1423 -6.3562 -1.9525  0.000
H48 4.5340 -4.7103 -1.8183  0.000
C17 5.2652 -0.3062 3.7036  0.000
C18 3.7628 -0.6149 3.7373  0.000
C19 3.0234 -0.2206 5.0558  0.000
O5 1.7473 -0.8291 5.1014  0.000
C20 0.9915 -0.3984 6.2029  0.000
N5 3.0019 -0.0474 2.5688  0.000
H49 2.0589 -0.3931 2.6753  0.000
H50 3.0316 0.9619 2.5931  0.000
H51 3.3213 -0.3934 1.6753  0.000
H52 5.7041 -0.3121 2.7059  0.000
H53 5.8638 -0.8741 4.4159  0.000
H54 5.4081 0.7315 4.0052  0.000
H55 3.6400 -1.6887 3.5958  0.000
H56 2.9738 0.8681 5.0701  0.000
H57 3.6519 -0.4676 5.9115  0.000
H58 -0.0649 -0.2016 6.0198  0.000
H59 1.2660 0.6069 6.5226  0.000
H60 1.1172 -1.0835 7.0413  0.000
N6 -0.1523 -0.3295 1.0526  0.000
O6 -0.7784 0.3441 0.2117  0.000
O7 0.5120 -1.3041 0.6647  0.000
O8 -0.1636 -0.1432 2.2589  0.000
As1 1.6195 3.6682 2.5274  0.000
F1 1.5916 5.2798 3.3306  0.000
F2 3.1874 3.2230 3.3591  0.000
F3 1.5594 2.1235 1.6192  0.000
F4 0.0844 4.1489 1.6592  0.000
F5 2.5646 4.4029 1.1547  0.000
F6 0.6876 2.8771 3.8533  0.000
C21 -3.7144 5.2064 -3.5684  0.032
O9 -3.5534 4.0158 -2.8168  0.070
O10 -5.0824 5.4442 -3.2247  0.876
C22 -2.5766 6.2109 -3.3890  -0.001
F7 -2.6165 7.1930 -4.2309  0.001
F8 -2.6135 6.7181 -2.1412  0.000
F9 -1.3355 5.6639 -3.5260  -0.001
C23 -2.8967 2.9304 -3.4069  0.008
C24 -2.7832 1.8906 -2.3084  0.002
H61 -2.5236 0.9381 -2.7704  0.001
H62 -2.0291 2.1249 -1.5571  0.000
H63 -3.7569 1.8078 -1.8255  0.000
H64 -1.9085 3.2201 -3.7643  0.002
H65 -3.4574 2.4175 -4.1884  0.000
H66 -3.5673 4.9128 -4.6078  0.009

Forces on the atoms, in the same order (eV/Å):
0.2 -0.8 -0.4
1.4 -0.4 1.3
-1.8 -1.4 -0.6
1.0 -0.2 2.4
-0.1 0.0 -2.3
-0.4 1.5 0.2
-0.2 -0.1 0.5
-0.5 -0.3 -0.5
0.3 -0.1 -0.5
-0.2 0.5 -0.5
-0.3 -0.4 0.1
-0.3 0.2 -0.6
-0.4 0.0 -0.6
0.2 0.4 0.5
0.6 0.8 0.0
0.5 -0.1 0.1
-0.2 0.2 0.4
-0.2 0.1 0.2
-0.5 0.0 -0.7
0.1 -0.3 0.4
0.7 1.6 -1.2
0.9 -0.6 1.1
0.8 0.5 -0.4
-1.0 -0.4 0.3
-0.9 0.3 0.3
0.6 0.8 0.5
1.0 -0.8 0.2
0.4 -0.3 -0.3
-0.2 -0.3 -0.1
-0.2 0.1 0.5
-0.1 -0.1 -0.1
-0.8 0.4 0.3
-0.4 -0.4 -0.8
0.2 0.3 0.1
-0.4 -0.3 -0.1
0.1 -0.2 0.1
0.0 0.6 0.3
0.5 0.2 1.4
-0.9 0.9 -0.1
-2.7 -0.7 0.1
1.4 0.4 0.9
0.4 -0.6 -0.3
-0.9 0.3 0.7
-0.4 -0.1 -0.8
0.7 1.0 0.5
-0.1 -0.1 -0.4
0.3 -0.6 0.0
0.0 0.0 0.0
0.5 -0.1 -0.6
0.1 0.0 -0.5
0.5 -0.3 -0.2
0.7 -0.3 -0.6
-0.4 0.0 -0.2
0.0 0.0 -0.1
-0.8 0.3 -2.1
-0.2 0.8 1.1
0.4 0.8 -2.1
-3.0 -1.1 1.8
0.3 1.3 1.2
0.2 -0.6 0.3
0.9 0.0 -0.5
-0.3 -0.8 0.7
0.2 1.0 0.7
0.2 -0.4 0.4
0.2 0.1 0.0
-0.2 -0.2 -0.1
0.0 -0.1 -0.4
0.4 -0.6 0.4
-0.2 -0.6 0.0
0.4 -0.2 0.2
0.1 -0.2 -0.5
1.5 0.6 -0.7
-0.5 1.5 0.2
0.3 -1.4 0.9
0.7 0.1 -0.9
0.5 0.2 -1.1
-0.3 0.9 1.2
0.6 -0.5 0.8
-1.1 0.4 0.1
-0.3 0.9 -0.2
0.4 0.1 -0.2
-0.1 -0.6 -0.1
-0.3 -0.4 -0.2
0.0 0.2 0.2
-0.1 -0.2 0.2
-0.4 0.3 0.0
0.1 -0.4 0.0
-0.1 -0.9 -0.7
0.6 0.0 0.1
-0.1 0.0 0.0
-0.5 -0.1 0.9
-0.1 0.3 0.2
1.8 -1.8 -1.9
-0.6 1.0 0.2
0.4 3.4 0.0
0.0 -2.5 -0.8
-2.0 -0.2 -1.2
0.4 0.3 0.5
1.2 -1.0 1.0
-1.1 -1.4 1.6
0.9 0.6 -1.4
-1.0 -2.3 -0.9
0.3 1.0 0.6
2.1 0.8 -0.6
0.4 0.6 2.8
-0.6 0.9 -1.1
0.0 -0.1 -0.1
-0.7 -0.7 -0.1
0.4 -0.7 0.5
0.2 0.0 0.0
0.0 -0.2 0.1
0.0 0.1 0.0
0.0 -0.1 0.1
0.0 0.1 -0.2
-0.3 0.6 -0.5
-0.7 0.2 -0.6

Properties
- Largest force on an atom: 3.66 eV/A
- Orbital gap (alpha / beta): 7.6 / 7.4 eV
- 2S+1: 2
- Net charge: +3